{"formula": "C3H4O3Zn", "method": "wB97M-V/def2-TZVPD", "elements": ["H", "O", "O", "C", "C", "O", "C", "H", "H", "H", "Zn"], "coordinates": [[-1.66194, -0.50143, 0.46933], [2.07800, -1.29540, 1.40054], [-1.08070, 1.48498, 0.68365], [-1.33567, 0.40599, -0.10572], [-0.15951, -0.05725, -0.96745], [0.69116, -0.97528, -0.26305], [1.57852, -0.47399, 0.58715], [-2.15752, 0.57411, -0.85312], [0.44288, 0.81298, -1.27121], [-0.52392, -0.58746, -1.86105], [2.12871, 0.61275, 2.18092]], "gap_ev": [5.8, 5.0], "spin_multiplicity": 2, "energy_ha": -2121.66597, "charge": -1, "e_above_lowest_kcal_mol": 74.4}

{"formula": "C54H46Cl2InN7O5S3", "method": "wB97M-V/def2-TZVPD", "elements": ["In", "N", "C", "C", "O", "N", "C", "C", "O", "O", "H", "H", "H", "H", "H", "H", "N", "S", "N", "S", "N", "S", "N", "C", "C", "C", "C", "C", "C", "C", "C", "C", "C", "C", "C", "C", "C", "C", "C", "C", "C", "C", "C", "C", "C", "C", "C", "C", "C", "C", "C", "C", "C", "C", "C", "C", "C", "C", "C", "H", "H", "H", "H", "H", "H", "H", "H", "H", "H", "H", "H", "H", "H", "H", "H", "H", "H", "H", "H", "H", "H", "H", "H", "H", "H", "H", "H", "H", "H", "Cl", "C", "C", "C", "C", "C", "Cl", "C", "N", "C", "C", "C", "C", "C", "C", "C", "C", "O", "O", "H", "H", "H", "H", "H", "H", "H", "H", "H", "H"], "coordinates": [[-0.93124, -1.40639, -2.07041], [-1.78465, -3.40189, -2.88694], [-3.21368, -3.03464, -3.09362], [-3.27878, -1.68930, -3.82874], [-3.90625, -1.59313, -4.88151], [-2.59087, -0.71725, -3.19049], [-2.20889, 0.44307, -3.98084], [-0.73607, 0.35598, -4.42984], [-0.29112, 1.24027, -5.15513], [-0.05268, -0.65401, -3.96883], [-1.34760, -3.63430, -3.77123], [-1.68041, -4.17990, -2.24924], [-3.67147, -2.89482, -2.11453], [-3.76013, -3.78036, -3.66411], [-2.31660, 1.36119, -3.39801], [-2.82312, 0.51709, -4.87569], [1.13121, -2.12018, -1.73446], [2.34721, -1.30182, -1.85377], [2.92207, -0.67161, -0.39195], [2.91028, 0.75252, 0.17873], [1.64005, 1.64208, 0.27397], [0.16228, 0.84976, 0.30889], [-0.23256, 0.34271, -0.99505], [0.41512, -0.22996, 1.72966], [0.72075, -1.56401, 1.51655], [0.95379, -2.37538, 2.61817], [0.86356, -1.86140, 3.90415], [0.55862, -0.51990, 4.10256], [0.34299, 0.30670, 3.01166], [-0.86560, 2.20558, 0.84344], [-0.41532, 3.25172, 1.63956], [-1.27646, 4.30354, 1.90786], [-2.55651, 4.31021, 1.36762], [-2.98520, 3.26989, 0.55367], [-2.13992, 2.20317, 0.29088], [3.56739, 0.52739, 1.82111], [4.01659, -0.70564, 2.25650], [4.46700, -0.82526, 3.56404], [4.45884, 0.27580, 4.40745], [4.00421, 1.50955, 3.95338], [3.55101, 1.63994, 2.65338], [4.14045, 1.81309, -0.53917], [5.41058, 1.27508, -0.70037], [6.40154, 2.06631, -1.25147], [6.11130, 3.37064, -1.63901], [4.83557, 3.88934, -1.47482], [3.83184, 3.10768, -0.92007], [3.68101, -2.44088, -2.20394], [4.76039, -2.64655, -1.36355], [5.71752, -3.59172, -1.71428], [5.59067, -4.30334, -2.89808], [4.49331, -4.09590, -3.72708], [3.52738, -3.16715, -3.37891], [2.76728, 0.08321, -2.97786], [4.02818, 0.05340, -3.57747], [4.42936, 1.11609, -4.37216], [3.58516, 2.19881, -4.57165], [2.34730, 2.22766, -3.95473], [1.93667, 1.18035, -3.14757], [0.75560, -1.96603, 0.51603], [1.18705, -3.42261, 2.46375], [1.02358, -2.50951, 4.75847], [0.47323, -0.11719, 5.10453], [0.09339, 1.34738, 3.16496], [0.60186, 3.25904, 2.01149], [-0.94184, 5.12502, 2.52933], [-3.22229, 5.14050, 1.57172], [-3.97417, 3.28864, 0.11267], [-2.44378, 1.38215, -0.34993], [3.98418, -1.55585, 1.58607], [4.81782, -1.78338, 3.92499], [4.80119, 0.17181, 5.42985], [3.99549, 2.36592, 4.61474], [3.17783, 2.58640, 2.27682], [5.61033, 0.25147, -0.39987], [7.39855, 1.66618, -1.38317], [6.88808, 3.98239, -2.08197], [4.61582, 4.90367, -1.78324], [2.82194, 3.47545, -0.78706], [4.83864, -2.08044, -0.44471], [6.56309, -3.76627, -1.06090], [6.34560, -5.03070, -3.17241], [4.38855, -4.65736, -4.64635], [2.65565, -2.98931, -4.00139], [4.70022, -0.77827, -3.44536], [5.40393, 1.08365, -4.84333], [3.89170, 3.00939, -5.22283], [1.66925, 3.05469, -4.12100], [0.96650, 1.20963, -2.68702], [-6.32221, 0.64108, -0.98594], [-6.52297, 1.50107, 0.50264], [-7.24573, 2.67763, 0.50717], [-7.39690, 3.39467, 1.68231], [-6.77418, 2.95065, 2.83538], [-6.03349, 1.78009, 2.81976], [-5.12594, 1.39630, 4.25182], [-5.92842, 0.97544, 1.66573], [-5.21653, -0.20837, 1.60075], [-5.25581, -1.25581, 2.53934], [-6.37756, -1.48360, 3.33412], [-6.40322, -2.52968, 4.24164], [-5.30914, -3.37462, 4.35481], [-4.19292, -3.14845, 3.56230], [-4.14192, -2.10078, 2.64850], [-2.85444, -1.83137, 1.91220], [-2.84539, -1.91940, 0.38187], [-3.86815, -1.66780, -0.26126], [-1.70226, -2.23481, -0.13822], [-7.69608, 3.02408, -0.41442], [-7.98119, 4.30557, 1.69516], [-6.82970, 3.52418, 3.75166], [-4.83722, -0.49557, 0.69641], [-7.23488, -0.82707, 3.23786], [-7.28041, -2.68737, 4.85730], [-5.32437, -4.20304, 5.05364], [-3.33047, -3.80124, 3.65763], [-2.09138, -2.51880, 2.26534], [-2.52744, -0.81253, 2.15297]], "gap_ev": 6.7, "energy_ha": -5149.80538, "charge": 0, "e_above_lowest_kcal_mol": 6.0}

{"formula": "C22H42N6O3P2Pd", "method": "wB97M-V/def2-TZVPD", "elements": ["Pd", "C", "N", "C", "P", "O", "O", "P", "O", "N", "C", "C", "N", "C", "C", "N", "C", "C", "H", "H", "H", "H", "H", "H", "H", "H", "H", "H", "H", "H", "H", "H", "H", "H", "H", "H", "H", "H", "H", "H", "H", "H", "C", "C", "N", "C", "C", "N", "C", "C", "H", "H", "H", "H", "H", "H", "H", "H", "H", "H", "H", "H", "H", "C", "C", "C", "C", "C", "C", "C", "C", "H", "H", "H", "H", "H"], "coordinates": [[-0.91845, 0.92106, 0.41044], [2.87526, 1.51914, 5.55373], [2.02564, 2.47102, 4.84020], [1.42006, 3.44104, 5.74833], [1.04059, 1.75919, 3.69350], [0.07551, 0.75419, 4.15746], [0.35015, 3.11292, 3.13324], [-0.28245, 3.55165, 1.71702], [0.29949, 2.81786, 0.56276], [0.07511, 5.15626, 1.56912], [1.26638, 5.55778, 0.83662], [-0.30350, 6.07575, 2.62839], [-1.89372, 3.54901, 2.04489], [-2.49370, 2.56505, 2.95216], [-2.75520, 3.86715, 0.89630], [2.08480, 1.19714, 2.56131], [1.72257, 0.02554, 1.76760], [3.02234, 2.10085, 1.91266], [3.67813, 2.06570, 6.05144], [3.31798, 0.81662, 4.84996], [2.31563, 0.95346, 6.30745], [2.21628, 3.94966, 6.29457], [0.75352, 2.96482, 6.47755], [0.85732, 4.18388, 5.18936], [1.48512, 4.82631, 0.06347], [2.13567, 5.65360, 1.49911], [1.09061, 6.52731, 0.36520], [-1.20834, 5.72298, 3.11815], [-0.49970, 7.06283, 2.20387], [0.49266, 6.17688, 3.37686], [-1.89261, 2.45876, 3.85156], [-2.59574, 1.58783, 2.47232], [-3.48180, 2.93898, 3.22996], [-2.30859, 4.67123, 0.31088], [-3.71923, 4.20968, 1.27652], [-2.90000, 2.98936, 0.26065], [0.86411, -0.47028, 2.21514], [2.56188, -0.67526, 1.73223], [1.45823, 0.32047, 0.74840], [3.25188, 2.93643, 2.57175], [2.60895, 2.47998, 0.97317], [3.95059, 1.56692, 1.69493], [-1.07793, -4.98039, 1.48982], [0.20503, -4.22981, 1.93464], [0.15625, -2.83855, 1.52352], [-0.01211, -2.74999, 0.07576], [-1.36859, -3.35481, -0.33653], [-1.99191, -3.95796, 0.89972], [-2.28106, -2.89633, 1.93112], [-0.95406, -2.14578, 2.17952], [-1.60569, -5.44481, 2.32185], [-0.88756, -5.73334, 0.72603], [1.08078, -4.70203, 1.48871], [0.31332, -4.27521, 3.01827], [0.81451, -3.27257, -0.40923], [0.01449, -1.69289, -0.20313], [-1.29113, -4.15571, -1.07131], [-2.04655, -2.57583, -0.68181], [-2.87109, -4.39363, 0.63070], [-2.70283, -3.40050, 2.80063], [-3.00882, -2.21635, 1.48704], [-0.73735, -2.03095, 3.24033], [-1.09278, -1.16903, 1.70152], [-2.55242, -0.10696, 0.05087], [-3.58981, -0.73435, -0.17371], [-4.76276, -1.48351, -0.48875], [-5.68171, -1.85886, 0.50641], [-6.78420, -2.64552, 0.20833], [-7.00650, -3.08525, -1.09008], [-6.11076, -2.72167, -2.08854], [-5.00705, -1.93731, -1.79622], [-5.52812, -1.49988, 1.51711], [-7.48150, -2.90793, 0.99494], [-7.87128, -3.69285, -1.32312], [-6.27765, -3.04861, -3.10784], [-4.31492, -1.65090, -2.57815]], "gap_ev": 5.6, "energy_ha": -2228.37011, "charge": 0, "e_above_lowest_kcal_mol": 0.0}

{"formula": "C2H6N2O3", "method": "wB97M-V/def2-TZVPD", "elements": ["C", "C", "N", "N", "O", "O", "O", "H", "H", "H", "H", "H", "H"], "coordinates": [[0.33900, 0.52179, 1.65072], [2.85210, 0.31757, 1.54421], [1.50055, 0.69654, 1.53462], [-1.50048, -2.79430, 2.95213], [-0.84539, 0.44088, 1.61241], [-3.05799, 0.90138, -6.21726], [-2.14088, -1.78974, 2.39643], [3.16461, 0.55013, 2.65663], [2.85280, -0.83544, 1.40343], [3.44071, 0.88350, 0.77031], [-2.34177, 0.46214, -5.76990], [-2.74565, 1.73036, -6.56710], [-1.51760, -1.08482, 2.03339]], "gap_ev": [8.9, 8.9], "energy_ha": -414.86685, "charge": 0, "e_above_lowest_kcal_mol": 143.6}

{"formula": "CH6N4OS", "method": "wB97M-V/def2-TZVPD", "elements": ["C", "N", "N", "N", "N", "O", "S", "H", "H", "H", "H", "H", "H"], "coordinates": [[1.95648, 0.23260, 0.11244], [-1.39303, -1.31506, 0.52590], [1.33051, 1.36955, -0.25048], [-2.05014, -0.05230, 0.76635], [-0.25831, 1.81729, 0.49492], [1.44707, -0.75457, 0.60705], [-1.63821, 1.35364, -0.21186], [3.11800, 0.14128, -0.13184], [-0.35651, -1.12232, 0.37732], [-1.65303, -1.86595, -0.27438], [1.80344, 2.21198, -0.17835], [-3.01700, -0.14404, 0.94486], [-0.19726, 1.26362, 1.31202]], "gap_ev": [8.9, 8.9], "energy_ha": -734.01237, "charge": 0, "e_above_lowest_kcal_mol": 40.0}

{"formula": "C11H44N22O15S", "method": "wB97M-V/def2-TZVPD", "elements": ["S", "O", "O", "O", "O", "C", "O", "N", "N", "H", "H", "H", "H", "C", "O", "N", "N", "H", "H", "H", "H", "C", "O", "N", "N", "H", "H", "H", "H", "C", "O", "N", "N", "H", "H", "H", "H", "C", "O", "N", "N", "H", "H", "H", "H", "C", "O", "N", "N", "H", "H", "H", "H", "C", "O", "N", "N", "H", "H", "H", "H", "C", "O", "N", "N", "H", "H", "H", "H", "C", "O", "N", "N", "H", "H", "H", "H", "C", "O", "N", "N", "H", "H", "H", "H", "C", "O", "N", "N", "H", "H", "H", "H"], "coordinates": [[2.41857, -18.28040, -17.27653], [1.03101, -18.49081, -17.79484], [3.21771, -17.33311, -18.06756], [2.28699, -17.74057, -15.90179], [3.16322, -19.54882, -17.18039], [6.19152, -19.71575, -19.22143], [7.21967, -20.16665, -19.70527], [4.98250, -20.33702, -19.13007], [6.05914, -18.44817, -18.73152], [4.28175, -20.03165, -18.45656], [4.82123, -21.20404, -19.61150], [5.09401, -18.20482, -18.59030], [6.76457, -17.74455, -18.64978], [6.98476, -18.26147, -15.46296], [7.59390, -19.33446, -15.34456], [5.68019, -18.21218, -15.71545], [7.57606, -17.03632, -15.30175], [5.14836, -17.36059, -15.67671], [5.31590, -19.14456, -15.57461], [7.00434, -16.22276, -15.51757], [8.57223, -17.11004, -15.21223], [-0.93169, -15.98063, -18.95628], [-1.63466, -15.03821, -19.32708], [0.27483, -16.30926, -19.46221], [-1.16651, -16.73100, -17.84679], [0.80997, -17.00385, -18.94711], [0.69570, -15.62786, -20.06965], [-0.38918, -17.33046, -17.59914], [-1.99156, -16.53051, -17.31249], [-0.88852, -19.81686, -14.97026], [-1.86135, -20.16446, -14.28644], [-0.78549, -19.86815, -16.29929], [0.29594, -19.55418, -14.35412], [-1.61996, -20.06351, -16.82765], [0.03797, -19.50156, -16.80624], [0.33214, -19.72587, -13.36624], [1.02320, -18.97155, -14.75038], [4.22467, -16.77649, -21.80492], [4.83446, -16.20887, -22.71203], [3.80906, -18.05627, -21.87293], [3.98315, -16.23425, -20.58766], [3.84356, -18.53715, -22.75379], [3.82138, -18.58480, -21.01724], [4.38838, -15.32877, -20.41018], [3.36037, -16.53700, -19.84306], [-0.05498, -15.61729, -13.46978], [-0.54738, -14.53785, -13.14994], [0.30751, -16.58906, -12.63014], [0.26483, -15.95406, -14.73110], [0.32355, -17.57449, -12.79312], [0.10955, -16.35279, -11.66871], [-0.01103, -15.44869, -15.55639], [0.77350, -16.80075, -14.96694], [4.03050, -21.93407, -14.88185], [4.20331, -22.61670, -13.86070], [4.95612, -21.89990, -15.85031], [2.90430, -21.23824, -15.17296], [4.78851, -21.26128, -16.60680], [5.79598, -22.44495, -15.82654], [2.93197, -20.52539, -15.93825], [2.17248, -21.14645, -14.48980], [4.23559, -16.35034, -13.04909], [5.33257, -15.84527, -12.76774], [4.05169, -17.68504, -13.09162], [3.17248, -15.60638, -13.34987], [3.25512, -18.03824, -13.59945], [4.91709, -18.16737, -13.28481], [3.36307, -14.63736, -13.53846], [2.35822, -15.93727, -13.85284], [1.03504, -23.56442, -17.98918], [0.83137, -24.55256, -18.70570], [-0.03398, -22.91983, -17.43861], [2.20556, -22.94130, -17.83041], [0.08707, -22.07427, -16.90392], [-0.95283, -23.31450, -17.38301], [2.32724, -22.31834, -17.04563], [2.95826, -23.17817, -18.44847], [-0.14132, -19.73342, -20.88508], [-0.71127, -20.26379, -21.84051], [-0.79445, -19.40524, -19.71422], [1.20783, -19.68695, -20.75696], [-1.79474, -19.43164, -19.72069], [-0.17839, -19.09613, -18.96177], [1.68732, -20.05473, -21.55580], [1.51897, -19.35287, -19.86533], [5.55316, -14.92848, -16.77516], [6.53895, -14.30524, -16.38172], [4.35385, -15.00577, -16.16792], [5.58416, -15.50634, -18.00922], [4.19010, -14.48910, -15.32818], [3.66873, -15.59864, -16.61432], [6.41982, -15.35955, -18.54439], [4.83176, -16.07939, -18.36447]], "gap_ev": 9.4, "energy_ha": -3177.65995, "charge": -2, "e_above_lowest_kcal_mol": 35.4}